[1]
ORCA calculation (the ωB97M-V functional and the def2-TZVPD basis) on 4 unconnected molecules or ions with the total composition C36H57F3N3O15P in a non-equilibrium geometry.

The geometry in XYZ format:
```
115
Properties=species:S:1:pos:R:3:forces:R:3:lowdin_charge:R:1
P 0.82249 3.16808 -3.93681 0.29 0.38 -1.69 0.89
F -2.19306 -2.58581 -2.15992 0.67 -1.05 0.77 0.16
F -1.74219 -4.43693 -0.92064 -0.15 1.44 -0.91 0.14
F -2.07966 -4.56788 -3.07796 0.56 0.99 1.10 0.13
O -0.69967 3.85271 -3.59968 0.62 -1.01 0.65 -0.33
O 0.64649 -3.06962 -4.92714 -0.14 0.27 0.20 0.14
O -0.19473 -3.68825 -2.38015 -0.83 0.79 0.70 0.03
O -4.24434 -1.53315 -6.22473 -0.33 -0.22 0.05 -0.21
O -5.84955 1.10515 -6.88035 0.05 -0.05 -0.39 -0.21
O -1.59068 0.50420 3.88836 0.15 -0.15 0.30 -0.20
O 7.83306 -1.24031 6.65929 -0.37 -0.17 0.05 -0.20
O 3.48512 -0.53353 0.16364 -1.03 0.26 0.12 0.12
O 6.91193 1.39234 5.19907 0.07 -0.16 -0.36 -0.20
O 0.78339 0.90182 -6.45368 -0.34 -0.17 0.05 0.11
O -6.46274 -1.51090 -8.32165 0.06 0.08 0.12 -0.12
O 1.52289 -1.48658 0.88945 0.76 0.35 -0.21 -0.04
O -3.52996 -1.11848 5.60017 0.06 0.14 -0.06 -0.12
O 5.90273 -1.33847 4.29438 0.05 0.08 0.09 -0.13
O -4.24151 1.79072 5.02704 -0.22 -0.31 -0.14 -0.21
N 1.96332 4.20522 -3.13428 -1.72 0.31 0.33 -0.18
N -0.28697 -1.05198 -5.64777 1.38 -0.24 -0.79 0.15
N 2.35279 2.78136 -0.58905 -3.13 1.91 1.64 0.13
C -2.07198 -0.80568 3.61833 -0.21 0.34 0.01 -0.19
C -5.06265 -1.31382 -8.49576 0.05 -0.10 -0.11 -0.18
C -3.22559 0.03986 6.37253 -0.01 0.00 0.05 -0.18
C 0.76124 1.46917 -3.14258 -0.19 -1.85 1.70 -0.20
C -5.63618 2.27789 -7.63890 0.02 -0.04 0.29 -0.11
C 0.33486 -1.94040 -4.69294 -0.78 1.04 0.67 -0.36
C -7.13363 0.53116 -7.08190 0.22 -0.09 0.27 -0.20
C 5.31384 -0.43770 5.22887 -0.06 0.01 0.00 -0.18
C -4.18611 -2.09474 -7.52761 -0.03 0.40 0.12 -0.19
C 2.37331 3.90748 0.18017 1.13 0.95 0.63 -0.15
C -7.05900 -0.98711 -7.13829 -0.05 -0.01 0.01 -0.18
C -0.15840 3.03398 -0.26598 0.75 1.50 0.98 -0.02
C 0.50479 -1.02927 -3.44249 0.37 1.39 0.04 0.02
C -4.26485 1.14768 6.29428 0.29 0.14 -0.14 -0.19
C -4.18376 -2.50197 -5.19659 0.13 0.24 -0.07 -0.11
C 0.41276 0.20255 -5.56346 -0.65 -0.58 1.87 -0.39
C -3.47216 -0.99818 4.18242 0.00 -0.15 -0.04 -0.18
C 0.84127 -0.30924 0.41836 -0.56 0.84 -0.31 -0.12
C -5.52899 2.10241 4.53539 0.22 0.18 0.06 -0.11
C 0.84828 1.18113 -1.68453 -0.12 -0.69 -1.00 -0.06
C 7.90775 -2.10897 5.53793 0.07 0.40 -0.01 -0.19
C -0.20258 0.54420 4.15009 -0.21 0.15 -0.10 -0.10
C 7.32422 -1.44781 4.29774 0.05 -0.14 -0.07 -0.17
C 5.56295 1.03427 4.93697 0.17 -0.05 0.29 -0.19
C 2.89306 -1.39703 0.75124 1.79 -1.20 0.26 -0.49
C 1.04577 2.43937 -0.77002 -0.83 -2.02 -0.92 -0.30
C 7.57720 -1.91768 7.87298 0.14 0.21 -0.11 -0.11
C -1.52942 -3.76976 -2.10345 0.02 -1.85 -1.42 -0.62
C 7.44989 2.28145 4.24128 -0.02 0.04 0.27 -0.11
C 0.76283 -0.16978 -1.12627 0.25 0.82 -1.64 -0.04
C 0.58250 0.32897 -4.01630 0.37 -0.32 2.26 -0.05
C 0.49155 -2.78008 -1.50585 0.49 1.07 1.17 -0.08
C 0.57985 -1.31763 -2.03093 0.07 1.43 -1.06 -0.02
C -0.07874 4.23586 0.55689 2.62 -1.59 -1.34 -0.02
C 3.70482 -2.58047 1.39442 -2.11 -0.16 0.19 0.03
C 1.29805 4.67549 0.74656 -1.42 -1.06 -0.57 -0.06
H -6.20018 3.11420 -7.21089 -0.02 0.08 -0.18 0.09
H -3.14291 -2.04488 -7.86255 -0.01 -0.14 -0.23 0.12
H -4.46991 -2.01942 -4.26130 0.10 0.06 -0.05 0.09
H -2.10037 -0.92905 2.52871 -0.07 -0.27 -0.03 0.12
H 3.16089 -2.84282 2.34494 0.85 0.13 -0.74 0.09
H 7.30356 -1.17356 8.62163 0.11 0.02 -0.05 0.09
H 0.36296 0.41083 3.22237 0.19 -0.09 0.08 0.07
H 8.52989 2.32158 4.38466 -0.06 -0.01 0.10 0.09
H 7.03814 3.28676 4.38394 0.02 0.04 -0.19 0.09
H 3.40672 4.28703 0.39777 -1.04 -0.35 -0.24 0.11
H 4.23649 -0.60958 5.15948 0.00 0.00 -0.15 0.12
H -1.40585 -1.56552 4.04344 0.00 0.04 0.01 0.13
H 8.96664 -2.33355 5.36449 -0.02 -0.19 -0.19 0.13
H -4.88727 -3.32049 -5.38298 0.08 -0.08 -0.02 0.09
H 0.03347 1.52147 4.57274 -0.06 0.01 -0.11 0.09
H -5.25671 0.73036 6.50452 0.04 0.00 -0.04 0.12
H -4.15679 -0.22793 3.82759 0.18 0.18 -0.03 0.11
H 4.93099 1.64239 5.59701 -0.23 -0.08 -0.12 0.13
H 7.56523 -2.08532 3.44217 -0.10 -0.06 0.06 0.13
H -4.57305 2.51698 -7.60230 -0.04 -0.04 0.09 0.09
H 1.51608 5.59733 1.32744 -0.03 -0.90 -0.51 0.10
H -4.03405 1.90954 7.04961 -0.06 -0.17 0.20 0.13
H -6.20074 1.24110 4.60504 -0.06 0.02 0.05 0.09
H -5.43379 2.37613 3.48425 0.08 0.03 0.06 0.09
H 1.55443 4.63677 -2.28982 0.45 -0.42 -0.13 0.02
H -4.50544 -3.14342 -7.51936 -0.01 0.03 0.02 0.13
H 3.58245 -3.47760 0.72484 0.35 0.87 0.57 0.09
H -2.22765 0.41436 6.13962 -0.10 0.15 -0.15 0.11
H -0.22043 -0.32067 0.79589 1.11 -0.38 -0.07 0.14
H -1.34713 3.13800 -3.46721 0.15 0.40 -0.04 0.04
H -0.96830 4.74204 0.97888 0.79 -0.39 -0.36 0.11
H -5.91790 2.13090 -8.68634 -0.07 0.05 -0.01 0.09
H 5.29514 1.24814 3.89514 0.03 -0.03 0.03 0.12
H 4.76762 -2.31350 1.57208 -0.95 -0.07 -0.25 0.08
H 7.78997 -0.48259 4.10100 0.04 0.04 0.24 0.11
H 8.47218 -2.45023 8.20920 -0.08 -0.14 0.09 0.09
H 5.59724 -0.69393 6.25070 0.18 0.16 -0.02 0.11
H -7.75950 0.82788 -6.23052 -0.22 -0.10 -0.12 0.13
H -4.84418 -1.67933 -9.50317 -0.09 -0.09 0.05 0.13
H 0.08375 -0.21790 4.88272 0.06 -0.06 -0.08 0.09
H -3.18811 -0.30335 7.40919 -0.13 -0.08 -0.03 0.13
H 7.25264 1.93512 3.22188 -0.05 0.06 -0.03 0.09
H -3.16543 -2.89159 -5.10087 -0.05 -0.18 0.08 0.08
H -4.81465 -0.25254 -8.49413 0.08 0.00 0.24 0.11
H -7.59112 0.90663 -8.00499 0.05 -0.02 0.02 0.12
H -6.58122 -1.39453 -6.24602 0.14 0.20 0.00 0.11
H 6.73890 -2.61477 7.76759 0.06 -0.09 0.01 0.09
H -0.01556 -2.77931 -0.50637 0.45 0.02 -0.82 0.14
H 1.54075 -3.13255 -1.30640 -1.11 -0.06 -0.53 0.15
H -3.85227 -1.94871 3.79758 0.09 -0.04 0.10 0.13
H 2.06674 5.00474 -3.77369 0.18 -0.59 0.08 0.03
H 1.35408 0.57248 0.89087 -0.55 -0.69 -0.78 0.13
H -5.94876 2.95280 5.08404 -0.18 -0.07 -0.03 0.09
H -8.08354 -1.36719 -7.13610 -0.01 0.03 -0.15 0.13
H -1.14655 2.58449 -0.50154 0.96 0.29 0.10 0.12
H 7.37363 -3.04703 5.72984 -0.01 0.04 0.02 0.12
H -0.36712 -1.45255 -6.58657 0.19 0.20 0.32 0.15
```
Positions in Å, forces in eV/Å.

Values from the calculation:
SMILES: CC(=O)OCc1c(COC(F)(F)F)c2c(c(P(N)O)c1-c1ccccn1)C(=O)NC2=O.COCCOCCOC.COCCOCCOC.COCCOCCOC
Strongest force on any atom, eV/A: 4.015



[2]
ORCA calculation (the ωB97M-V functional and the def2-TZVPD basis) on a molecular structure, C36H57F6Ge2N6OTl.

The geometry in XYZ format:
```
109
Properties=species:S:1:pos:R:3:forces:R:3:lowdin_charge:R:1
Tl 0.13160 0.24231 0.63438 0.36 0.26 -0.06 0.99
Ge -0.84419 0.03068 -2.52114 -0.35 -0.10 -0.24 1.13
Ge 0.17069 -3.51592 -0.20891 0.13 0.33 -0.14 0.90
F 2.19799 -4.24582 1.71160 0.01 -0.03 -0.02 0.14
F 4.33989 -3.96241 1.61019 -0.01 0.05 0.02 0.19
F 3.25560 -0.46388 0.61694 -0.11 0.00 -0.03 0.11
F 3.69837 -1.05823 -1.40597 0.02 0.01 0.02 0.14
F 3.07793 -2.39479 2.39277 -0.11 0.04 0.06 0.17
F 5.04659 -1.59718 0.20443 0.00 -0.02 -0.01 0.20
O 1.65658 -2.44426 -0.21566 -0.07 0.01 0.12 -0.26
N 1.22968 2.43845 0.53126 -0.17 -0.04 -0.01 0.00
N -1.12253 -0.15587 4.05512 0.04 -0.06 -0.09 -0.12
N -0.33714 1.47553 2.63500 0.06 -0.19 -0.13 -0.01
N -2.58824 1.50852 3.41177 0.11 0.07 -0.02 -0.14
N 3.35522 3.32653 1.08306 -0.08 -0.01 0.04 -0.14
N 2.96338 2.44022 -1.01109 -0.06 -0.11 0.12 -0.12
C 3.21913 3.16625 2.52406 -0.02 -0.01 -0.04 -0.01
C -0.46236 5.15330 3.26273 0.05 0.02 -0.05 -0.07
C -3.50365 -0.94573 -3.40131 0.05 0.05 0.00 -0.07
C -1.01842 -2.86813 -1.63138 -0.25 -0.32 0.11 -0.13
C 3.55745 -3.78706 -0.98966 -0.12 -0.03 0.01 0.04
C -0.71039 -6.23392 -0.60143 0.07 0.00 -0.02 -0.14
C 0.16725 5.62862 2.11833 -0.03 -0.03 0.04 -0.07
C 4.37236 2.16353 -1.27655 0.01 0.06 0.03 -0.03
C 2.98581 -2.79402 0.02127 0.16 0.06 -0.12 -0.39
C -2.39395 -2.83345 -4.40991 0.03 0.03 -0.06 -0.03
C 0.68613 4.72349 1.21079 0.06 -0.02 -0.01 -0.03
C 2.48690 2.73668 0.22294 0.21 0.07 -0.09 -0.39
C 3.76505 -1.47003 -0.12550 -0.02 0.07 -0.08 -0.56
C 2.04900 2.08058 -2.06731 -0.04 -0.07 -0.01 -0.07
C -1.33549 0.98076 3.36226 -0.19 0.01 0.11 -0.41
C -0.83536 0.34649 -5.42243 0.01 0.02 0.00 -0.12
C -1.79080 1.56174 -1.73708 0.06 -0.12 -0.01 -0.39
C -2.17197 -1.11864 4.36053 0.02 0.00 0.09 -0.03
C -0.63058 3.79148 3.43518 -0.05 -0.09 -0.02 -0.03
C -3.35958 -2.86247 -5.39941 0.02 0.00 0.00 -0.04
C -0.17655 2.87036 2.48468 -0.05 0.08 0.18 -0.26
C -0.72163 -3.19797 1.50148 -0.10 -0.16 -0.05 -0.32
C -2.24228 -3.07037 1.37543 0.05 0.00 0.06 -0.15
C 0.58091 3.34578 1.41235 0.06 0.03 -0.08 -0.27
C 0.22150 -0.57665 4.42343 0.05 0.03 0.04 -0.02
C -2.29583 2.52886 -2.80921 -0.09 0.03 0.03 -0.13
C -4.39216 -1.92771 -5.40313 0.00 0.01 0.00 -0.05
C -3.33566 1.60786 4.66093 -0.03 -0.03 0.00 -0.03
C -1.41474 -1.81406 -2.33377 0.21 0.24 0.15 -0.34
C 3.17282 -3.34716 1.45700 0.00 0.01 -0.04 -0.55
C -2.45938 -1.87517 -3.39459 -0.08 -0.05 0.03 -0.30
C -4.46518 -0.97118 -4.40488 -0.01 -0.01 -0.03 -0.05
C 4.25239 4.39972 0.67128 -0.01 -0.01 0.02 -0.03
C 0.06971 0.48455 -4.18808 0.19 -0.03 0.26 -0.32
C -3.11522 2.31394 2.32412 0.00 0.00 0.01 -0.02
C 0.53105 -5.34619 -0.75982 -0.10 -0.02 0.11 -0.31
H -2.69816 -2.85508 2.34271 -0.03 -0.07 -0.13 0.05
H -3.30638 -3.61173 -6.17799 -0.01 0.00 0.00 0.12
H 0.39922 1.51828 -4.07803 0.03 -0.01 -0.03 0.05
H -1.04564 -6.27636 0.43597 0.00 0.00 0.01 0.07
H 1.10692 2.61234 -1.94239 0.03 0.01 0.00 0.08
H 3.12044 -4.77116 -0.83917 0.04 0.00 0.01 0.08
H -2.69240 -3.99348 1.00756 0.00 0.01 -0.03 0.08
H -4.29706 1.09639 4.59390 0.00 0.00 0.00 0.10
H -1.10111 -0.68855 -5.61954 -0.02 -0.04 0.01 0.07
H 2.67820 3.99702 2.98298 -0.01 0.02 -0.01 0.10
H 1.20815 5.08059 0.32977 0.01 0.00 0.01 0.12
H 1.85927 0.99506 -2.07554 0.03 0.03 0.00 0.06
H -3.08891 -0.86129 3.83903 0.01 0.00 -0.02 0.09
H -2.52407 -2.27016 0.68805 -0.01 0.01 -0.02 0.06
H -5.14278 -1.95522 -6.18124 0.01 0.00 0.00 0.12
H 0.20040 -0.97705 5.43733 -0.01 0.00 0.00 0.10
H 4.00069 5.30268 1.23277 0.00 0.00 0.00 0.10
H -2.36898 -1.16631 5.43270 -0.02 0.02 0.01 0.11
H 5.29434 4.14724 0.87325 0.00 0.00 -0.01 0.10
H 2.69954 2.23673 2.74679 -0.02 -0.01 -0.01 0.09
H -0.81982 5.83919 4.01866 -0.02 0.00 -0.01 0.11
H -3.01690 2.05819 -3.47775 0.00 -0.01 0.00 0.07
H 0.95846 -0.14068 -4.28165 0.00 0.00 -0.03 0.08
H 4.22004 3.11918 2.95384 0.00 -0.01 0.00 0.10
H -1.84655 -2.10812 4.03324 0.04 0.07 0.08 0.08
H 4.92367 2.10321 -0.34325 -0.01 -0.01 0.01 0.10
H 1.34913 -5.75029 -0.16672 0.00 -0.02 -0.01 0.06
H -3.52265 2.66188 4.88052 0.01 0.00 -0.01 0.10
H 0.85486 -5.30856 -1.80207 0.03 -0.06 0.01 0.08
H -5.28018 -0.25982 -4.39252 0.00 0.00 0.01 0.12
H 3.31259 -3.44128 -1.99143 0.00 -0.01 -0.01 0.11
H -2.79169 3.37428 -2.33214 0.01 0.01 -0.02 0.09
H -2.57534 2.09837 1.40377 0.01 0.00 -0.01 0.08
H 2.48799 2.34214 -3.03024 0.01 0.02 0.00 0.11
H 4.46307 1.20971 -1.79130 -0.03 -0.04 -0.03 0.08
H -1.62757 -3.75151 -1.86443 0.00 0.05 -0.14 0.08
H -4.16678 2.05902 2.18527 0.00 -0.01 0.00 0.10
H -3.60818 -0.23659 -2.58716 -0.03 -0.02 0.02 0.10
H -1.57326 -3.53988 -4.42546 -0.01 -0.01 0.02 0.13
H -0.27846 -2.28263 1.90280 0.00 -0.06 0.06 -0.01
H -0.45588 -4.00672 2.18358 0.03 0.01 0.03 0.08
H -1.48262 2.92743 -3.41568 0.02 -0.01 0.00 0.08
H 0.26914 6.69110 1.94499 0.01 0.00 0.01 0.11
H 4.13400 4.61170 -0.38709 0.00 0.00 -0.01 0.09
H 4.81535 2.93863 -1.90380 0.00 0.00 0.01 0.10
H -0.29577 0.72892 -6.28908 -0.01 -0.01 0.00 0.09
H 0.58973 -1.36102 3.75819 0.04 -0.03 -0.01 0.07
H -1.75650 0.91998 -5.32754 -0.01 0.01 0.01 0.07
H -1.54812 -5.89428 -1.21263 -0.01 0.00 0.01 0.06
H -3.03704 3.38407 2.52709 0.01 0.01 0.01 0.10
H -1.09243 2.07277 -1.06774 0.00 0.07 -0.04 0.01
H -1.11258 3.42603 4.33354 -0.02 0.01 0.01 0.12
H 0.90057 0.26924 4.38412 -0.01 0.00 0.00 0.09
H -2.60174 1.16159 -1.12397 0.02 0.03 0.05 0.06
H -0.48212 -7.25325 -0.91067 -0.03 -0.01 0.01 0.08
H 4.63690 -3.87421 -0.89192 0.01 0.01 0.00 0.11
H -2.76273 1.18434 5.48063 0.00 0.00 0.00 0.10
```
Positions in Å, forces in eV/Å.

Values from the calculation:
Charge: +2
Strongest force on any atom, eV/A: 0.449
Energy relative to the best compared isomer or geometry (same formula, charge and spin), kcal per mole: 10.20



no.,HOMO (eV),Kohn-Sham gap (eV),molecular weight (Da)
1,-8.3,8.0,859.83
2,-12.4,5.9,1053.48